This record from the OMol25 dataset describes C33H19Cl96FN4O4P2 as an isolated structure at a distorted geometry. The level of theory is wB97M-V/def2-TZVPD.

Values from the calculation:
total energy	-1272113.457	eV
HOMO energy	-8.2	eV

Geometry as ORCA input:
```
! RIJCOSX wB97M-V def2-TZVPD def2/J DEFGRID3
* xyz 0 1
C 1.87 3.31 2.09
O 0.59 3.77 1.58
C 0.12 2.95 0.48
C -1.05 3.63 -0.39
N -2.21 4.22 0.32
C -2.05 5.49 0.64
C -1.65 5.96 2.14
C -2.28 6.72 -0.38
C -0.53 4.27 -1.78
P 0.98 5.40 -1.80
N 1.75 5.10 -3.19
O 2.10 5.14 -0.56
O 0.58 7.08 -1.89
N -0.09 3.08 -2.60
C -0.65 1.80 -2.10
O -0.31 0.66 -2.45
C -1.74 2.32 -1.06
F -2.77 2.90 -1.90
P -2.71 1.12 0.04
N -4.22 1.62 0.13
H 2.58 2.91 1.30
H 2.39 4.21 2.57
H 1.66 2.51 2.88
H 1.02 2.81 -0.22
H -0.13 1.93 0.91
H -1.53 5.00 2.77
H -0.74 6.63 2.15
H -2.59 6.47 2.55
H -1.46 7.50 -0.33
H -2.46 6.28 -1.40
H -3.24 7.23 -0.01
H -1.28 4.84 -2.43
H 2.71 4.79 -3.00
H 2.44 5.98 -0.17
H -0.20 7.15 -2.49
H -0.26 3.26 -3.61
H -2.11 1.06 1.35
H -2.62 -0.18 -0.60
H -4.83 0.90 -0.27
C -6.20 -0.72 2.80
Cl -6.71 0.97 2.97
Cl -4.69 -0.79 1.88
Cl -5.94 -1.44 4.41
Cl -7.46 -1.63 1.94
C -0.20 -1.71 2.88
Cl -0.20 -2.83 1.50
Cl -0.04 -0.05 2.29
Cl -1.73 -1.88 3.78
Cl 1.16 -2.09 3.96
C 2.35 9.84 0.09
Cl 2.33 8.33 1.03
Cl 3.22 9.59 -1.43
Cl 0.68 10.35 -0.26
Cl 3.16 11.11 1.03
C -2.32 8.65 -4.62
Cl -2.36 7.13 -3.72
Cl -1.43 8.40 -6.13
Cl -3.97 9.17 -4.98
Cl -1.50 9.90 -3.65
C -0.80 3.54 -6.82
Cl 0.15 3.37 -8.32
Cl -1.41 1.94 -6.33
Cl 0.24 4.20 -5.54
Cl -2.17 4.63 -7.10
C -1.15 -5.99 -0.84
Cl 0.11 -4.76 -1.05
Cl -2.43 -5.72 -2.04
Cl -0.45 -7.60 -1.07
Cl -1.84 -5.86 0.80
C -3.84 -2.41 -4.34
Cl -2.78 -3.83 -4.43
Cl -5.30 -2.70 -5.30
Cl -4.30 -2.12 -2.65
Cl -2.98 -0.99 -4.98
C 3.38 -4.58 1.80
Cl 3.39 -5.70 0.42
Cl 3.55 -2.91 1.21
Cl 1.86 -4.75 2.69
Cl 4.75 -4.96 2.88
C 3.06 -8.95 3.48
Cl 2.75 -10.39 4.48
Cl 3.45 -7.57 4.52
Cl 4.43 -9.28 2.39
Cl 1.62 -8.58 2.51
C 0.28 6.00 5.58
Cl 0.31 4.88 4.20
Cl 0.42 7.67 4.99
Cl -1.25 5.81 6.46
Cl 1.63 5.64 6.66
C 1.28 -4.88 7.42
Cl 1.17 -6.51 6.73
Cl 1.25 -3.68 6.11
Cl -0.09 -4.60 8.51
Cl 2.81 -4.72 8.32
C -1.27 6.30 -10.65
Cl -1.36 7.23 -9.14
Cl -2.67 5.21 -10.75
Cl -1.28 7.40 -12.04
Cl 0.22 5.34 -10.65
C -3.93 -9.43 -1.85
Cl -3.95 -8.56 -0.30
Cl -5.34 -10.50 -1.95
Cl -3.98 -8.26 -3.19
Cl -2.45 -10.40 -1.97
C 6.68 -5.77 6.37
Cl 6.66 -7.28 7.30
Cl 7.51 -6.02 4.82
Cl 5.01 -5.25 6.07
Cl 7.52 -4.51 7.30
C -7.98 7.37 -5.35
Cl -7.29 6.52 -3.95
Cl -7.30 6.68 -6.84
Cl -9.75 7.16 -5.36
Cl -7.58 9.09 -5.25
C -4.41 9.22 2.39
Cl -4.93 10.91 2.53
Cl -2.88 9.15 1.49
Cl -4.18 8.53 4.01
Cl -5.65 8.29 1.52
C -5.95 -5.80 5.10
Cl -6.77 -4.62 4.06
Cl -5.74 -7.32 4.22
Cl -4.36 -5.16 5.58
Cl -6.93 -6.09 6.56
C -0.06 -0.43 7.93
Cl -0.54 1.27 8.10
Cl 1.46 -0.53 7.02
Cl 0.17 -1.15 9.54
Cl -1.33 -1.32 7.05
C 6.77 -9.24 -0.88
Cl 8.03 -8.84 0.31
Cl 7.50 -9.41 -2.49
Cl 5.99 -10.76 -0.41
Cl 5.56 -7.94 -0.91
C -6.65 4.72 4.25
Cl -7.13 6.42 4.42
Cl -5.14 4.63 3.32
Cl -6.39 4.01 5.86
Cl -7.92 3.82 3.41
C 11.85 -10.48 -2.67
Cl 10.58 -9.96 -1.55
Cl 11.32 -10.18 -4.34
Cl 13.34 -9.56 -2.35
Cl 12.17 -12.21 -2.46
C 7.74 -4.11 -1.06
Cl 6.97 -2.90 -2.11
Cl 7.95 -5.63 -1.95
Cl 9.33 -3.50 -0.54
Cl 6.73 -4.38 0.37
C -8.22 -5.22 -3.36
Cl -8.23 -4.33 -1.82
Cl -9.62 -6.30 -3.42
Cl -8.30 -4.07 -4.71
Cl -6.73 -6.17 -3.48
C 14.55 -7.48 -5.51
Cl 13.28 -6.96 -4.38
Cl 14.02 -7.18 -7.17
Cl 16.04 -6.57 -5.18
Cl 14.87 -9.22 -5.29
*
```